1.
91
Properties=species:S:1:pos:R:3:forces:R:3:lowdin_charge:R:1 method="wB97M-V/def2-TZVPD" e_above_lowest_kj_mol=0.00 charge=0 max_force_ev_per_a=4.43 total_energy_ev=-85382.3291 smiles="O=[N+]([O-])c1ccccc1.O=[N+]([O-])c1ccccc1.O=[N+]([O-])c1ccccc1.O=[N+]([O-])c1ccccc1.O=S1(=O)OCCO1.O=C1CCCO1.O=C1CCCO1" orbital_gap_ev=8.86
C 0.3874 -0.0347 0.9405 0.6389 0.0090 0.0647 -0.18
C 0.6465 -1.5465 0.9016 -0.7106 -0.7673 -0.1676 -0.16
O -0.5018 -2.1724 0.2804 -1.8602 1.7301 -1.2001 -0.22
S -1.5698 -0.9859 -0.4033 -0.4357 0.0225 -1.2987 0.79
O -2.9940 -1.1904 -0.0884 3.5890 0.1491 0.0563 -0.26
O -1.2854 -0.7668 -1.8492 0.0583 -0.5408 3.9733 -0.28
O -0.9633 0.2318 0.5683 -0.9294 -1.5354 -1.1060 -0.21
H 1.0486 0.5263 0.2801 0.0282 -0.0362 0.1152 0.13
H 0.5187 0.2437 1.9861 -0.1508 0.5582 -0.2532 0.13
H 0.7009 -1.9449 1.9147 -0.1401 -0.0234 -0.0259 0.12
H 1.5374 -1.8925 0.3776 -0.0244 0.4706 -0.2071 0.13
C 3.1485 -2.8679 -5.7386 0.0123 -0.6256 0.4739 -0.08
C 2.4098 -1.8795 -5.1101 2.1453 0.4196 2.1392 -0.04
C 3.0725 -1.2560 -3.9923 -0.8490 -0.1865 -0.5244 0.02
C 4.3762 -1.6101 -3.6145 -0.9562 1.9134 -0.4703 -0.16
C 5.0765 -2.5395 -4.3015 0.7499 -1.7521 -0.5690 -0.02
C 4.4270 -3.2726 -5.2931 -0.9801 0.8350 -0.6738 -0.05
N 5.1323 -0.7533 -2.6452 -1.3205 1.6451 2.5736 -0.31
O 6.3443 -0.7590 -2.5949 -0.5117 -0.6431 -0.8182 0.08
O 4.4609 -0.0364 -1.8458 0.7649 -1.6438 -2.0057 0.02
H 2.6575 -3.4165 -6.5287 0.1951 -0.1321 -0.2117 0.10
H 1.3908 -1.6591 -5.3922 0.1000 0.2379 0.0626 0.11
H 2.5756 -0.4910 -3.4141 -0.0525 0.0848 -0.0296 0.11
H 6.1012 -2.7066 -4.0039 0.0799 -0.2526 -0.1413 0.12
H 4.8344 -4.1136 -5.8345 0.5669 0.0902 0.2447 0.10
C -1.3066 -9.3461 1.3236 0.9344 -2.7510 -2.0915 -0.08
C -1.4099 -8.0069 1.2113 -0.0536 0.5563 0.0701 -0.11
C -1.8863 -7.3918 0.0560 -0.1653 -0.0715 -1.0058 0.02
C -2.2717 -8.1548 -1.0919 1.9896 -1.0534 3.8153 -0.13
C -1.9980 -9.5650 -0.9971 -0.7786 0.3335 -0.1210 0.00
C -1.4957 -10.1673 0.1523 -0.7552 1.9921 1.4248 -0.05
N -2.8659 -7.5718 -2.2416 -0.6835 1.4168 -3.1324 -0.34
O -3.5651 -8.3075 -2.9377 0.4379 0.1196 0.8710 0.07
O -2.6405 -6.3929 -2.5867 0.0261 -1.7343 1.5820 0.07
H -0.8597 -9.8031 2.1942 -0.2575 -0.0112 0.2476 0.10
H -1.0433 -7.4651 2.0707 -0.3458 0.6652 -0.1386 0.11
H -1.8762 -6.3153 0.1423 -0.4622 0.1531 -0.7857 0.12
H -2.2780 -10.2579 -1.7767 0.0151 0.3965 -0.4702 0.11
H -1.3854 -11.2384 0.2361 0.1048 0.0004 -0.2709 0.10
C -2.8103 4.2442 3.5956 -1.2306 1.3503 -0.5261 -0.06
C -2.4403 5.4972 4.1515 -1.1753 -0.1728 -1.0550 -0.06
C -2.9008 6.7311 3.6002 0.7228 -2.1507 -0.1178 0.00
C -3.6600 6.6611 2.4259 -0.1096 -0.4640 0.6440 -0.13
C -4.0593 5.4252 1.8454 -0.0920 -0.4317 1.6672 0.01
C -3.7232 4.1865 2.4913 1.5788 2.3664 0.2335 -0.04
N -4.1135 7.9888 1.8983 -0.5683 -0.2487 -2.7131 -0.34
O -4.8164 8.0047 0.8609 1.0433 -0.4757 2.0649 0.05
O -3.6846 8.9923 2.4198 -0.1613 -0.2275 0.3492 0.07
H -2.4803 3.3542 4.1108 -0.0343 -0.1652 -0.1452 0.09
H -1.8926 5.4737 5.0820 0.2505 0.2455 -0.0762 0.10
H -2.5743 7.6505 4.0633 -0.3323 0.1239 -0.2049 0.11
H -4.7738 5.4006 1.0359 0.1682 0.2546 -0.2038 0.11
H -4.0770 3.2520 2.0815 0.0040 -0.0036 0.0423 0.10
C 1.1357 9.3510 2.7409 0.2065 -0.5219 0.6726 -0.08
C 1.5223 8.0436 3.0437 0.1414 0.3108 0.1774 -0.08
C 1.5358 7.0872 2.0697 0.0918 -0.9189 -1.0677 -0.01
C 1.1813 7.3972 0.7344 -0.6194 0.1226 0.6979 -0.14
C 0.7802 8.6655 0.4397 -0.6841 1.5531 0.4762 0.01
C 0.7365 9.6327 1.4741 0.2591 0.0871 -1.1955 -0.07
N 1.1723 6.3710 -0.3326 1.6238 0.5569 -1.4028 -0.32
O 0.9471 6.7064 -1.5198 -0.1305 -0.6363 2.6004 0.05
O 1.6188 5.2927 0.0138 -0.7481 -0.0829 -0.4467 0.07
H 1.1589 10.1320 3.4865 -0.0485 -0.0274 0.1162 0.11
H 1.8614 7.7589 4.0287 -0.0787 0.1127 0.1291 0.11
H 1.8547 6.0899 2.3342 -0.0497 -0.0934 -0.2196 0.11
H 0.4322 9.0040 -0.5251 0.1871 -0.4597 -0.2318 0.12
H 0.4782 10.6581 1.2543 -0.2360 -0.0405 -0.2879 0.11
O -5.5287 5.4461 -3.8334 1.7658 -0.6725 0.9201 0.09
C -4.6865 4.6446 -3.4488 -2.4705 2.5987 -1.0328 -0.47
O -4.9841 3.3559 -3.5109 -1.0877 0.5363 -0.0081 0.06
C -3.9057 2.6243 -3.1088 2.0553 -2.4147 0.1890 -0.20
C -2.6707 3.5265 -3.1180 0.8790 -1.4178 1.1967 -0.16
C -3.2561 4.8643 -2.9594 -1.2669 1.8332 -2.1189 -0.08
H -3.7763 1.8749 -3.8896 0.0366 -0.5413 0.5009 0.13
H -4.0570 2.1742 -2.1276 -0.2446 -0.1827 -0.0343 0.13
H -2.1257 3.2985 -4.0340 0.0063 0.7748 -0.0991 0.12
H -1.9705 3.3576 -2.2999 -0.0798 -0.5821 -0.0017 0.12
H -2.8514 5.5115 -3.7375 0.0935 0.5278 0.3565 0.13
H -3.2890 5.4233 -2.0242 0.3430 -0.4755 0.1651 0.13
O 4.4789 -5.6544 0.9869 -0.6766 -0.9305 2.3219 0.10
C 4.2186 -6.1896 2.0553 0.7033 0.4353 -1.2103 -0.44
O 3.5915 -5.5691 3.0943 0.4253 0.2202 -0.8051 0.02
C 3.2247 -6.5313 4.0801 -1.3500 0.1235 0.1768 -0.19
C 4.1694 -7.6761 3.9787 1.6478 -0.1114 0.3748 -0.17
C 4.5624 -7.6292 2.4912 -0.3569 0.6954 0.3851 -0.06
H 2.2229 -6.8612 3.8048 -0.3502 0.1703 0.4220 0.12
H 3.2676 -6.0439 5.0541 -0.3465 -0.0051 -0.1560 0.13
H 3.8631 -8.6430 4.3780 -0.6990 0.0632 -0.4949 0.12
H 4.9537 -7.4321 4.6952 0.7841 0.0581 -0.5516 0.11
H 3.8708 -8.2777 1.9534 0.4640 -0.2307 -0.3744 0.13
H 5.6187 -7.7689 2.2616 -0.2675 -0.4741 -0.0943 0.13



2.
84
Properties=species:S:1:pos:R:3:forces:R:3:lowdin_charge:R:1 method="wB97M-V/def2-TZVPD" e_above_lowest_kj_mol=130.00 charge=+3 max_force_ev_per_a=2.74 total_energy_ev=-102964.5579 orbital_gap_ev=6.74
Y -0.1672 1.5526 1.0362 0.0003 -0.6266 -0.1145 0.95
S 1.8818 1.0396 -0.9416 0.0024 -0.5273 -0.0644 0.66
C 1.7783 -0.6554 -1.2553 1.3117 1.2681 0.9395 -0.66
N 2.8220 -1.4409 -1.3768 0.3500 0.1618 -0.1653 -0.06
C 2.6721 -2.8620 -1.7948 1.1337 -0.0973 -0.0148 -0.05
C 1.5350 -2.8937 -2.7396 -1.1160 -0.0790 -1.2292 -0.08
N 0.3322 -2.2892 -2.1364 -0.3844 1.1762 -0.1222 -0.05
C -0.9804 -2.7716 -2.6123 -0.6331 -1.4460 -0.1503 -0.07
C -1.2587 -4.2035 -2.0693 0.1084 0.7440 -1.2878 -0.21
C -1.6282 -5.2553 -2.8992 -0.7513 -0.9875 -0.7902 -0.04
C -1.7712 -6.5427 -2.3900 0.8555 -0.8109 0.0176 -0.05
C -1.5406 -6.7878 -1.0335 -1.0646 -1.8085 -0.1526 -0.07
C -1.3445 -5.7384 -0.2059 0.7463 1.0310 1.1112 -0.08
C -1.1173 -4.4870 -0.7428 -0.4562 0.5883 1.0309 -0.07
C 0.4461 -1.2292 -1.3665 -1.8174 -1.0699 0.4050 -0.59
S -0.8924 -0.6041 -0.4332 0.7386 -0.6518 -0.9293 0.68
C 4.1998 -0.9128 -1.2879 0.5306 -0.0058 0.6863 -0.12
C 4.6966 -0.4847 -2.6565 0.8832 -0.3975 -0.5575 -0.21
C 6.0472 -0.7886 -3.0140 -1.0883 -0.3700 1.7969 -0.03
C 6.5536 -0.4215 -4.2386 0.7570 -0.7598 0.8451 -0.07
C 5.7573 0.2235 -5.1587 1.2503 0.7550 -1.0064 -0.07
C 4.4662 0.5149 -4.8394 -1.3312 -0.4422 0.8913 -0.06
C 3.8860 0.1374 -3.6033 2.0849 -0.0046 -0.7514 -0.05
H 2.4831 -3.4535 -0.8893 0.1404 -0.0422 -0.2478 0.15
H 3.6278 -3.2142 -2.3155 -1.2961 0.6407 0.8450 0.18
H 1.2186 -3.8547 -3.1039 0.1134 -0.9026 0.5549 0.14
H 1.7551 -2.4219 -3.6980 0.1926 0.7104 0.1315 0.15
H -0.9331 -2.8394 -3.7133 0.1867 0.1290 0.3753 0.15
H -1.7803 -2.0527 -2.3715 0.5809 -0.2736 0.1465 0.10
H -1.9493 -5.2173 -3.9453 0.6054 0.7855 0.1850 0.13
H -1.9224 -7.3929 -3.0821 -0.2234 0.7152 0.5110 0.13
H -1.6520 -7.7741 -0.5409 0.0821 0.4900 -0.8773 0.13
H -1.3112 -5.8423 0.8805 0.0713 -0.1678 -0.3643 0.12
H -0.9937 -3.6806 -0.0544 0.4011 0.5938 0.4012 0.09
H 4.8785 -1.6977 -0.8538 -0.8511 0.4982 -0.5128 0.15
H 4.1776 -0.0889 -0.5440 -0.0079 -0.3348 -0.5782 0.10
H 6.6537 -1.3341 -2.2372 -0.4457 0.6565 -1.1001 0.13
H 7.5873 -0.7013 -4.4037 -0.0506 0.2524 -0.4375 0.12
H 6.2225 0.5888 -6.0974 -0.5956 -0.4558 0.5988 0.14
H 3.8323 0.9926 -5.5520 -0.2614 0.3803 -0.3975 0.10
H 2.8832 0.4095 -3.4334 -1.0393 0.1671 0.2794 0.06
C -4.5057 -0.2079 1.7004 1.1330 0.4822 -1.2594 0.00
C -3.1195 0.0992 1.7797 -0.6387 -1.7654 1.9895 -0.16
N -2.5694 1.1236 1.2037 1.3787 0.3307 -0.5464 -0.08
C -3.2978 1.8811 0.3585 -1.2140 1.1343 -0.5906 -0.17
C -4.6783 1.6568 0.1685 -0.3324 0.0916 0.5262 -0.09
C -5.2927 0.5524 0.8731 1.7060 1.0116 -0.4113 0.06
C -5.4682 2.6331 -0.5636 0.7749 0.4289 0.3870 0.03
C -4.9136 3.8258 -0.9835 -1.3970 -2.1801 -0.0473 0.02
C -3.5047 3.9998 -0.9411 -0.4740 -0.5357 0.3815 -0.14
C -2.9160 5.0929 -1.5761 -0.0490 0.4123 -0.2028 0.03
C -1.5724 5.3092 -1.5140 -0.3430 -1.9995 1.3229 0.02
C -0.8370 4.3555 -0.7360 -0.4469 0.8411 -1.3700 -0.08
N -1.3489 3.2398 -0.2324 -0.1023 0.4426 0.5063 -0.02
C -2.7107 3.0467 -0.3006 0.6482 -0.2386 0.3335 -0.13
H -4.8091 -1.1276 2.1281 -0.6122 -0.4775 0.6163 0.11
H -2.4916 -0.5740 2.4624 -0.6893 1.1735 -1.1436 0.14
H -6.3238 0.3661 0.7237 -0.8904 -0.2281 -0.0403 0.12
H -6.5264 2.4105 -0.6668 0.1075 0.2649 -0.0584 0.13
H -5.5888 4.5264 -1.4586 0.3390 0.2626 -0.0230 0.13
H -3.5937 5.7408 -2.1086 0.1178 0.2903 -0.1820 0.14
H -1.1279 6.1032 -2.0427 0.7192 0.8250 -0.2286 0.11
H 0.2184 4.5650 -0.6399 0.2798 -0.4080 0.1942 0.11
N 1.8832 2.6493 1.9075 -0.2893 0.1649 -0.4320 -0.10
N 2.5965 1.9454 2.8835 0.2341 1.1924 0.2418 -0.04
C 2.5212 0.6127 3.0927 -0.8388 1.1341 -0.3763 -0.85
N 3.3920 0.1579 3.9512 -0.2930 -2.5779 -0.0741 0.15
S 1.3646 -0.4017 2.4183 -0.4320 0.0264 -0.4477 0.63
H 2.5080 2.9669 1.1705 0.3259 -0.1787 0.0345 0.10
H 1.4519 3.4818 2.3166 0.2245 -0.2047 0.3330 0.03
H 3.0920 2.5539 3.5356 0.0780 -0.5412 -0.2112 0.18
H 4.1621 0.6995 4.2244 1.2466 0.5424 0.5345 0.12
H 3.4430 -0.8733 3.9617 0.2234 0.9884 0.5704 0.14
S -0.7839 3.3940 3.3221 -0.2588 -0.4312 0.2387 0.60
C -1.2308 2.5851 4.7520 0.0719 0.1520 1.2286 -1.04
N -1.7656 3.2164 5.8087 0.4379 0.2875 -1.0650 -0.05
C -2.1282 2.4362 7.0035 0.2870 -0.1803 0.6382 -0.18
C -2.2251 1.0110 6.4360 -0.3048 -0.8040 0.4948 -0.41
S -0.9599 0.8864 5.1314 -0.2956 0.5781 -0.3334 0.91
H -1.7857 4.2379 5.7611 -0.2691 -0.4357 0.2189 0.16
H -3.1159 2.7477 7.4003 0.6229 -0.0170 -0.3263 0.14
H -1.3611 2.5406 7.8630 -1.0005 -0.1581 -1.5716 0.16
H -3.1803 0.7557 5.9243 0.4670 0.5519 0.6056 0.10
H -2.0513 0.2534 7.2156 0.0343 0.2701 -0.3558 0.10



3.
82
Properties=species:S:1:pos:R:3:forces:R:3:lowdin_charge:R:1 method="wB97M-V/def2-TZVPD" multiplicity=2 e_above_lowest_kj_mol=0.00 charge=0 max_force_ev_per_a=0.60 total_energy_ev=-217962.0119 orbital_gap_ev="7.11 / 7.09"
Co -0.5036 0.3981 0.2096 0.0801 0.3426 0.3705 0.58
C -4.1744 -1.5197 -0.1812 -0.0480 0.1136 0.0216 -0.02
C -3.0495 -0.5468 -0.0630 -0.1926 -0.1177 0.0607 -0.24
N -1.8100 -0.8797 -0.0853 -0.0089 -0.3249 -0.1316 -0.05
N -1.4044 -2.1661 -0.1897 0.3237 -0.1510 -0.0313 0.11
C -0.0648 -2.1609 -0.2284 -0.5645 0.0959 -0.1680 -0.41
O 0.6302 -1.0979 -0.2230 0.2440 -0.2224 0.1479 -0.11
C 0.6225 -3.4710 -0.2736 -0.0452 -0.1468 0.0078 -0.14
C -0.0968 -4.6582 -0.1484 -0.0196 -0.0043 0.0031 -0.03
C 0.5665 -5.8738 -0.1456 0.0355 -0.0207 -0.0007 -0.08
C 1.9513 -5.9131 -0.2642 -0.0310 0.0450 -0.0082 -0.09
C 2.6686 -4.7315 -0.3917 0.0088 -0.0282 -0.0079 -0.07
C 2.0061 -3.5135 -0.4008 0.0243 0.0156 -0.0288 -0.03
C -3.2322 0.8974 0.1038 -0.1701 0.0154 -0.0922 -0.19
C -4.4722 1.5182 0.0922 -0.1784 -0.1155 -0.0258 0.00
C -4.5453 2.8965 0.1985 -0.0399 -0.0241 0.0043 -0.05
C -3.3733 3.6204 0.3221 -0.0409 0.0006 0.0342 -0.04
C -2.1741 2.9294 0.3513 0.1743 0.1000 0.1066 -0.07
N -2.0954 1.6067 0.2531 -0.0146 0.1498 0.0447 0.07
H -3.7682 -2.5260 -0.1769 -0.0069 -0.0291 -0.0066 0.07
H -4.7271 -1.3664 -1.1116 0.0049 0.0040 0.0159 0.09
H -4.8773 -1.4103 0.6481 0.0122 -0.0017 -0.0170 0.09
H -1.1724 -4.6100 -0.0490 0.0155 -0.0111 0.0028 0.10
H 0.0068 -6.7951 -0.0448 -0.0038 0.0144 -0.0057 0.10
H 2.4687 -6.8643 -0.2602 -0.0033 0.0038 0.0108 0.10
H 3.7478 -4.7598 -0.4818 -0.0203 0.0082 -0.0218 0.10
H 2.5465 -2.5823 -0.5038 0.0351 0.0327 0.0430 0.05
H -5.3611 0.9105 -0.0120 -0.0114 0.0694 -0.0169 0.11
H -5.5027 3.4010 0.1815 -0.0068 -0.0340 -0.0081 0.11
H -3.3809 4.6980 0.4011 0.0412 -0.0101 -0.0050 0.11
H -1.2406 3.4622 0.4741 0.0323 -0.0508 -0.0257 0.11
Br 2.0341 4.0490 -3.0732 0.0291 0.0458 -0.0370 0.83
C 1.9920 4.6248 -1.2706 -0.0775 -0.0829 0.0293 -0.60
C 2.5439 5.8711 -1.0067 0.0260 0.0197 -0.0156 -0.13
C 2.5581 6.3681 0.2859 0.0028 0.0180 0.0066 -0.08
C 2.0240 5.6172 1.3222 -0.0197 -0.0590 0.0224 -0.08
C 1.4931 4.3669 1.0547 0.0477 0.0466 -0.0648 -0.04
C 1.4634 3.8456 -0.2412 0.1170 -0.0447 0.0502 -0.17
C 0.8418 2.4806 -0.4182 0.0231 -0.1499 -0.1600 -0.65
O 0.3143 2.1374 -1.4793 -0.0452 0.1093 -0.0282 -0.01
O 0.8258 1.7370 0.6274 -0.0151 0.3344 -0.1096 -0.11
H 2.9652 6.4437 -1.8219 -0.0132 -0.0036 0.0148 0.09
H 2.9891 7.3420 0.4812 -0.0022 -0.0143 -0.0184 0.10
H 2.0326 5.9957 2.3362 0.0007 0.0075 -0.0122 0.10
H 1.0895 3.7553 1.8505 0.0373 -0.0302 0.0111 0.12
C 5.8943 -1.7742 -0.9464 -0.0423 0.0490 0.0295 -0.18
C 5.6339 -0.5848 -0.0266 0.0266 0.0109 -0.1129 -0.46
As 3.7295 -0.0399 0.0213 0.4595 0.0327 0.2481 1.25
C 4.0359 1.4810 1.2509 -0.0455 0.1521 -0.0488 -0.43
C 4.8451 2.6627 0.7196 -0.0245 -0.0832 0.0186 -0.16
C 3.6766 0.8699 -1.7270 -0.1889 -0.0444 -0.0747 -0.43
C 2.8480 0.0806 -2.7410 0.0499 0.0321 0.0767 -0.18
H 6.9599 -2.0063 -1.0017 -0.0030 -0.0377 -0.0131 0.06
H 5.5482 -1.5748 -1.9638 0.0102 0.0002 0.0110 0.06
H 5.3756 -2.6679 -0.5909 -0.0151 0.0110 -0.0201 0.05
H 6.2373 0.2713 -0.3377 0.0083 -0.0046 0.0140 0.05
H 5.9187 -0.8281 1.0001 -0.0023 -0.0013 0.0043 0.06
H 4.5314 1.0416 2.1209 -0.0223 -0.0142 0.0252 0.05
H 3.0512 1.8140 1.5809 -0.0041 -0.0426 -0.0304 0.03
H 5.8867 2.3922 0.5374 -0.0043 -0.0011 -0.0240 0.06
H 4.8386 3.4875 1.4370 0.0266 -0.0013 0.0000 0.07
H 4.4335 3.0459 -0.2157 0.0007 0.0251 0.0288 0.05
H 4.6962 1.0240 -2.0875 0.0202 0.0438 0.0513 0.07
H 3.2272 1.8542 -1.5833 0.0460 -0.0385 -0.0183 0.00
H 3.2448 -0.9285 -2.8823 -0.0088 0.0082 -0.0136 0.05
H 2.8427 0.5803 -3.7122 -0.0127 -0.0067 -0.0037 0.06
H 1.8161 -0.0106 -2.4005 0.0062 -0.0036 -0.0155 0.05
N -0.7921 0.6613 4.5412 -0.0082 0.0155 0.0312 0.13
C -1.2463 0.7225 3.2605 -0.0405 -0.0673 0.0223 -0.14
N -0.5104 0.0501 2.4264 0.0910 0.0071 -0.1242 0.11
C 0.5206 -0.4919 3.1921 -0.0289 -0.0093 0.0664 -0.19
C 1.6014 -1.2895 2.8192 0.0164 -0.0083 -0.0585 -0.01
C 2.4672 -1.6948 3.8143 -0.0174 -0.0263 0.0011 -0.08
C 2.2746 -1.3283 5.1567 -0.0184 0.0345 -0.0244 -0.09
C 1.2136 -0.5321 5.5395 0.0215 0.0302 0.0333 -0.03
C 0.3502 -0.1199 4.5295 -0.0436 -0.0188 -0.0531 -0.19
H -1.2052 1.1093 5.3390 -0.0230 -0.0048 -0.0214 0.15
H -2.1339 1.2739 2.9878 0.0278 0.0237 0.0423 0.13
H 1.7589 -1.5547 1.7830 0.0058 0.0159 0.0133 0.06
H 3.3154 -2.3153 3.5530 -0.0068 0.0169 0.0084 0.10
H 2.9741 -1.6742 5.9067 -0.0019 0.0033 -0.0106 0.10
H 1.0649 -0.2424 6.5722 0.0096 -0.0133 -0.0199 0.11